Below is an isolated ion of composition C4H11I2O4P2 and charge +1 at a distorted geometry, with properties calculated with ωB97M-V/def2-TZVPD.

Last columns: bonded neighbours and bond lengths (Å).
Positions of all 23 atoms, in Å:
1 C -0.764 2.025 -1.733  O6 1.509, H13 1.049, H14 1.128, H15 1.169
2 C -3.365 -1.133 -0.140  O7 1.397, H16 1.092, H17 1.034, H18 1.071
3 C 4.155 -0.415 0.910  O8 1.464, H19 1.119, H20 1.059, H21 1.176
4 C 0.173 -0.728 0.530  P9 1.838, P10 1.812, H22 1.257, H23 1.023
5 O -0.869 -1.977 -1.687  P9 1.479
6 O -0.296 0.591 -1.680  C1 1.509, P9 1.588
7 O -2.385 -0.208 -0.508  C2 1.397, P9 1.624
8 O 2.698 -0.464 0.769  C3 1.464, P10 1.601
9 P -0.901 -0.689 -0.960  C4 1.838, O5 1.479, O6 1.588, O7 1.624
10 P 1.722 -1.635 0.281  C4 1.812, O8 1.601, I11 2.989
11 I 2.046 -1.257 -2.666  P10 2.989, I12 2.691
12 I 0.288 -1.293 -4.703  I11 2.691
13 H 0.078 2.431 -2.209  C1 1.049
14 H -1.030 2.473 -0.733  C1 1.128
15 H -1.817 1.977 -2.239  C1 1.169
16 H -4.235 -0.841 -0.733  C2 1.092
17 H -3.600 -1.133 0.867  C2 1.034
18 H -2.992 -2.097 -0.419  C2 1.071
19 H 4.746 -1.358 1.028  C3 1.119
20 H 4.304 0.163 1.784  C3 1.059
21 H 4.391 0.338 0.039  C3 1.176
22 H -0.441 -1.606 1.187  C4 1.257
23 H 0.143 0.169 1.019  C4 1.023

Results
Net charge: +1
LUMO level in hartree: -0.2165
Relative energy (zero: lowest compared OMol25 entry of this formula, charge and spin) in kJ/mol: 118.68
HOMO energy in eV: -12.6
Calculated total energy in Ha: -1737.82154